# 1
A molecular structure, C10H18ClFeIN2O2PS at a distorted geometry. Source: the Open Molecules 2025 dataset; level of theory: the ωB97M-V functional and the def2-TZVPD basis.

The geometry in XYZ format:
```
37
Properties=species:S:1:pos:R:3:forces:R:3
C 3.505 -3.738 -0.640 -0.36 -1.00 -1.66
C 3.281 -2.391 -0.242 2.01 2.92 6.05
H 4.517 -4.068 -0.336 -0.23 0.55 0.09
H 3.404 -3.839 -1.727 -0.06 -0.13 0.09
H 2.743 -4.376 -0.163 -0.03 0.31 -0.02
O 3.461 -1.553 0.554 -1.17 -3.12 -4.46
I -0.025 -2.635 1.104 0.49 -2.12 1.94
Fe 0.439 -1.015 -0.609 -2.37 -1.06 -2.46
P 1.579 0.580 -1.804 1.00 1.90 -2.49
C 1.934 2.226 -1.111 0.02 0.08 0.23
C 3.201 -0.042 -2.345 0.14 -0.16 0.28
H 0.174 -0.001 -3.701 0.25 0.39 0.03
H 1.512 1.097 -4.180 -0.34 0.02 0.31
H 0.056 1.750 -3.345 0.24 -0.25 0.04
C 0.745 0.895 -3.413 -0.15 -0.10 -0.06
H 3.075 -1.077 -2.678 0.03 0.10 -0.27
H 3.588 0.578 -3.163 0.01 -0.22 0.23
H 2.607 2.794 -1.776 -0.27 -0.25 0.24
H 2.401 2.120 -0.121 -0.01 0.16 -0.32
H 3.894 -0.031 -1.501 0.13 0.19 -0.17
H 0.995 2.783 -0.984 0.25 -0.15 -0.07
C 1.188 -0.022 0.828 2.20 3.04 6.78
O 1.465 0.484 1.839 -0.91 -1.47 -3.68
Cl 0.154 -2.298 -2.351 0.47 -0.37 -0.56
C -2.914 2.381 1.444 -0.06 0.19 -0.03
N -3.054 0.927 1.516 0.36 -0.79 -0.23
C -3.881 0.215 2.382 0.49 -0.12 -0.53
C -3.700 -1.104 2.097 -0.10 0.35 -0.37
N -2.825 -1.186 1.036 0.51 0.20 0.24
C -2.383 0.056 0.720 -1.23 -0.56 1.08
S -1.271 0.476 -0.491 -0.10 0.71 -0.63
H -1.888 2.698 1.644 -0.09 -0.23 0.06
H -3.190 2.721 0.442 -0.11 0.00 0.21
H -3.570 2.811 2.199 0.02 0.05 -0.18
H -4.516 0.718 3.096 0.10 -0.12 -0.07
H -4.132 -1.995 2.501 -0.22 -0.10 0.24
H -2.342 -2.059 0.726 -0.91 1.13 0.12
```
Forces are in eV/Å.

Computed properties:
**LUMO level (alpha / beta)**: -9.37 / -9.41 eV
**Largest force on an atom**: 7.7 eV/Å
**Total charge**: +2
**HOMO (alpha / beta)**: -14.27 / -14.96 eV
**Spin multiplicity**: 6
**DFT total energy**: -92855.293 eV

Table of Mulliken atomic charges, one value per atom, all in e: number 1, C, carries -0.7321; number 2, C, carries 0.6101; number 3, H, carries 0.4009; number 4, H, carries 0.3297; number 5, H, carries 0.2786; number 6, O, carries -0.1213; number 7, I, carries -0.2448; number 8, Fe, carries 0.0859; number 9, P, carries 1.1028; number 10, C, carries -1.2098; number 11, C, carries -1.2893; number 12, H, carries 0.3496; number 13, H, carries 0.4590; number 14, H, carries 0.3600; number 15, C, carries -1.2267; number 16, H, carries 0.2967; number 17, H, carries 0.5067; number 18, H, carries 0.4216; number 19, H, carries 0.4080; number 20, H, carries 0.3080; number 21, H, carries 0.3549; number 22, C, carries 0.5685; number 23, O, carries -0.2759; number 24, Cl, carries -0.3672; number 25, C, carries -0.8012; number 26, N, carries 0.1984; number 27, C, carries -0.0419; number 28, C, carries -0.6147; number 29, N, carries 0.0910; number 30, C, carries 0.1348; number 31, S, carries -0.2183; number 32, H, carries 0.3181; number 33, H, carries 0.3579; number 34, H, carries 0.3021; number 35, H, carries 0.4315; number 36, H, carries 0.4480; number 37, H, carries 0.0206



# 2
A molecular structure, C13H19N2STi at a distorted geometry. Source: the Open Molecules 2025 dataset; level of theory: the ωB97M-V functional and the def2-TZVPD basis.

The geometry in XYZ format:
```
36
Properties=species:S:1:pos:R:3:forces:R:3
C -0.805 1.258 -4.214 0.50 1.59 -1.70
Ti -0.479 0.110 -2.764 1.37 -0.23 2.29
N 0.590 -1.583 -3.594 0.28 -0.32 -0.58
H -2.083 0.448 -2.271 -0.16 -0.04 0.20
H 0.637 1.200 -2.277 -0.55 1.39 -1.82
H -1.052 2.293 -3.907 -0.25 -0.67 -0.60
H -1.663 0.617 -4.569 0.43 0.71 -0.36
H 0.131 1.265 -4.836 -1.01 -0.06 0.04
H 0.318 -2.412 -3.079 0.09 -0.24 -0.01
H 1.584 -1.433 -3.401 -0.25 -0.02 0.02
H 0.519 -1.799 -4.589 -0.09 -0.02 0.15
N 0.856 -0.045 -1.170 -2.74 -1.95 0.79
S -0.456 -0.156 -0.116 3.67 -0.73 0.32
C 0.094 -1.487 0.961 -0.72 -0.55 1.08
C 1.427 -1.847 1.172 0.05 0.02 0.14
C 1.734 -2.843 2.115 -0.32 0.22 -0.21
C 0.709 -3.486 2.816 -0.21 0.15 -0.10
C -0.630 -3.155 2.569 0.20 0.13 -0.19
C -0.935 -2.160 1.637 0.26 0.11 0.04
C -0.425 1.304 0.888 0.05 0.51 0.86
C -1.479 2.206 0.743 -0.15 -0.21 -0.26
C -1.492 3.384 1.494 0.45 -0.23 0.11
C -0.444 3.647 2.390 -0.44 0.02 -0.28
C 0.602 2.738 2.542 0.15 -0.38 -0.20
C 0.617 1.555 1.795 -0.18 0.15 -0.10
H 1.767 0.244 -0.866 -0.06 0.51 0.71
H 2.234 -1.364 0.619 -0.23 -0.12 0.16
H 2.779 -3.103 2.306 -0.41 0.09 -0.13
H 0.945 -4.251 3.559 -0.04 0.26 -0.29
H -1.441 -3.659 3.100 0.31 0.13 -0.17
H -1.966 -1.882 1.424 0.12 -0.13 0.18
H -2.270 1.961 0.026 0.17 0.27 0.29
H -2.312 4.087 1.374 0.17 -0.12 0.05
H -0.459 4.574 2.968 0.04 -0.36 -0.18
H 1.419 2.941 3.243 -0.37 -0.08 -0.29
H 1.425 0.834 1.912 -0.16 0.18 0.05
```
Forces are in eV/Å.

Computed properties:
**LUMO level**: -3.18 eV
**Largest force on an atom**: 3.8 eV/Å
**Total charge**: +1
**HOMO**: -10.92 eV
**Spin multiplicity**: 1
**DFT total energy**: -50709.140 eV

Table of Mulliken atomic charges, one value per atom, all in e: number 1, C, carries -1.0106; number 2, Ti, carries 0.0218; number 3, N, carries -0.7097; number 4, H, carries -0.0382; number 5, H, carries 0.2546; number 6, H, carries 0.2422; number 7, H, carries 0.3835; number 8, H, carries 0.2866; number 9, H, carries 0.2962; number 10, H, carries 0.2888; number 11, H, carries 0.3141; number 12, N, carries -0.4750; number 13, S, carries 0.3964; number 14, C, carries 0.4633; number 15, C, carries -0.1655; number 16, C, carries -0.6827; number 17, C, carries -0.3891; number 18, C, carries -0.6551; number 19, C, carries -0.3514; number 20, C, carries 0.9348; number 21, C, carries -0.3071; number 22, C, carries -0.6381; number 23, C, carries -0.3820; number 24, C, carries -0.6536; number 25, C, carries -0.3228; number 26, H, carries 0.2109; number 27, H, carries 0.2772; number 28, H, carries 0.3818; number 29, H, carries 0.3943; number 30, H, carries 0.3813; number 31, H, carries 0.4178; number 32, H, carries 0.3511; number 33, H, carries 0.3925; number 34, H, carries 0.3878; number 35, H, carries 0.3775; number 36, H, carries 0.3265



Q: total charge of number 2 (C13H19N2STi)?
A: +1